Record 1
This record from the OMol25 dataset describes the molecule C3H8N2OS2. The level of theory is ωB97M-V with the def2-TZVPD basis set.

## Properties
**Lowest unoccupied orbital energy**: 0.5 eV
**Structure (SMILES)**: CN(S)/C(CS)=N\O
**Molar mass**: 152.24 u
**Relative energy (zero: lowest compared OMol25 entry of this formula, charge and spin)**: 304.7 kJ/mol
**Highest occupied orbital energy**: -9.188 eV
**Electronic energy**: -29936.31508 eV

Last column: Löwdin charge in e.
Atoms and positions in Å:
C  -1.0217  -1.2953  0.6082  -0.120
C  0.7073  0.3543  0.2310  -0.463
C  0.4155  1.7906  -0.1170  -0.548
H  -0.4345  -1.3339  1.5395  0.087
H  -1.2404  -2.3366  0.3305  0.087
H  -1.9234  -0.6985  0.6713  0.064
H  0.2550  -1.4248  -2.5101  -0.118
H  0.7580  1.9760  -1.1440  0.071
H  1.0433  2.4404  0.5056  0.073
H  -1.5815  2.1504  -1.1177  -0.152
H  1.3989  -1.6977  0.6704  0.100
N  -0.0606  -0.7233  -0.3619  -0.580
N  1.6399  0.1445  1.1035  0.031
O  1.8984  -1.1561  1.3496  -0.064
S  -0.5744  -0.5154  -1.9382  0.808
S  -1.2797  2.3254  0.1793  0.725

Record 2
This record from the OMol25 dataset describes a 2-piece molecular cluster, C14H21N2O7 overall. The level of theory is ωB97M-V with the def2-TZVPD basis set.

## Properties
**Net charge**: -1
**Lowest unoccupied orbital energy**: 1.5 eV
**Molar mass**: 329.33 u
**Highest occupied orbital energy**: -3.276 eV
**Electronic energy**: -32170.62327 eV

Last column: Löwdin charge in e.
Atoms and positions in Å:
C  2.6909  -1.1165  3.5124  -0.043
C  3.0864  -0.4668  2.2024  -0.392
C  4.0392  0.6802  2.3670  -0.057
O  1.8132  -0.0657  1.5513  0.015
C  1.9400  0.0876  0.2167  -0.481
N  0.6146  -0.0376  -0.3735  0.157
N  0.6591  -0.2256  -1.6255  0.142
C  -0.0938  0.7251  -2.3893  -0.522
O  -0.6497  1.7149  -1.9504  0.107
O  -0.0588  0.3463  -3.6845  0.009
C  -1.2163  0.8533  -4.4715  -0.396
C  -1.4526  -0.1723  -5.5664  -0.053
C  -1.0262  2.2464  -5.0008  -0.054
O  2.9697  0.3321  -0.3750  0.098
H  3.5749  -1.5120  4.0319  0.081
H  2.2078  -0.3823  4.1727  0.087
H  1.9886  -1.9412  3.3418  0.083
H  3.5388  -1.2235  1.5420  0.149
H  4.8896  0.3731  2.9865  0.082
H  4.4098  0.9914  1.3879  0.071
H  3.5437  1.5239  2.8616  0.091
H  -2.0845  0.8538  -3.7915  0.149
H  -2.3475  0.0797  -6.1498  0.081
H  -0.5943  -0.2127  -6.2510  0.084
H  -1.5968  -1.1693  -5.1316  0.085
H  -1.8926  2.5299  -5.6122  0.084
H  -0.9397  2.9616  -4.1783  0.079
H  -0.1369  2.3005  -5.6399  0.087
C  -2.1747  -1.0874  -0.1782  -0.084
C  -1.6943  -0.8226  1.1715  -0.190
C  -2.1019  0.3821  1.8315  -0.436
O  -2.8938  1.1831  1.3285  -0.007
C  -1.5384  0.5576  3.2428  -0.105
C  -1.6783  -0.7695  3.9305  -0.167
O  -0.8963  -1.8012  3.2500  -0.027
C  -0.9636  -1.8719  1.8913  -0.505
O  -0.4192  -2.7914  1.2980  0.020
H  -1.9619  -2.1227  -0.4566  0.079
H  -3.2536  -0.8833  -0.2536  0.082
H  -1.6730  -0.4094  -0.8793  0.041
H  -0.4824  0.8701  3.1777  0.119
H  -2.1212  1.3236  3.7590  0.114
H  -1.2844  -0.7588  4.9501  0.112
H  -2.7396  -1.0728  3.9540  0.130

Record 3
This record from the OMol25 dataset describes a 3-piece molecular cluster, C17H31Br2O9S overall. The level of theory is ωB97M-V with the def2-TZVPD basis set.

## Properties
**Net charge**: -1
**Lowest unoccupied orbital energy**: 2.6 eV
**Molar mass**: 571.30 u
**Highest occupied orbital energy**: -2.797 eV
**Electronic energy**: -187477.79266 eV

Last column: Löwdin charge in e.
Atoms and positions in Å:
C  -1.7311  -1.0655  3.4482  -0.176
C  -2.5115  -1.1956  2.1442  -0.565
S  -2.8107  0.3303  1.2306  0.840
C  -1.1600  1.0979  1.2599  -0.495
C  -0.3032  0.8006  0.0508  -0.385
C  1.0205  1.5288  0.0332  -0.187
O  1.1025  2.6837  0.9081  -0.145
C  1.7393  2.4204  2.1148  -0.285
O  1.8754  3.5976  2.8555  -0.095
C  0.6700  4.3263  2.9641  -0.197
C  0.7793  5.3051  4.1188  -0.227
O  1.2563  6.5992  3.7482  -0.072
C  -0.9753  0.8763  -1.1943  -0.730
Br  -1.1106  -0.8494  -2.2360  0.512
C  -1.4847  1.9598  -1.7586  -0.742
C  -1.4856  3.3161  -1.1083  -0.134
Br  -2.3326  1.9910  -3.5068  0.585
H  -2.0052  -0.1542  3.9836  0.067
H  -1.9732  -1.9082  4.1025  0.063
H  -0.6552  -1.0915  3.2822  0.059
H  -3.5082  -1.5876  2.3596  0.053
H  -2.0256  -1.9274  1.4945  0.066
H  -1.3657  2.1644  1.4380  0.049
H  -0.6771  0.7037  2.1542  0.035
H  1.2250  1.9023  -0.9741  0.119
H  1.8706  0.8755  0.2948  0.101
H  1.1684  1.6851  2.7088  0.129
H  2.7558  2.0458  1.9434  0.132
H  -0.1753  3.6437  3.1248  0.124
H  0.4686  4.8862  2.0441  0.129
H  1.4948  4.9220  4.8454  0.120
H  -0.2047  5.3983  4.5898  0.114
H  0.5025  7.1224  3.4627  0.076
H  -2.1998  3.3496  -0.2793  0.077
H  -1.7859  4.0831  -1.8188  0.041
H  -0.4923  3.5722  -0.7307  0.073
C  -0.8975  -1.2717  -5.9721  -0.038
O  -1.7360  -1.8545  -6.9898  0.005
C  -2.0028  -3.1387  -6.8256  -0.628
O  -1.5918  -3.8594  -5.9554  0.124
O  -2.8251  -3.5260  -7.8148  -0.008
C  -3.2015  -4.8996  -7.7448  -0.056
H  -0.7617  -0.2372  -6.2706  0.090
H  -1.3689  -1.3032  -4.9934  0.016
H  0.0631  -1.7816  -5.9362  0.096
H  -3.7289  -5.1083  -6.8157  0.096
H  -2.3268  -5.5443  -7.8132  0.093
H  -3.8580  -5.0672  -8.5941  0.088
C  2.3629  -4.1881  0.6261  -0.028
O  3.5407  -3.6831  1.2721  0.003
C  3.2935  -3.0249  2.4015  -0.628
O  2.2141  -2.8771  2.9075  0.124
O  4.4470  -2.5462  2.8738  0.000
C  4.3061  -1.7798  4.0731  -0.041
H  2.7162  -4.6907  -0.2687  0.092
H  1.8438  -4.8903  1.2753  0.094
H  1.6934  -3.3726  0.3606  0.102
H  3.8848  -2.3890  4.8706  0.094
H  3.6676  -0.9153  3.9020  0.095
H  5.3101  -1.4593  4.3339  0.090